100
Properties=species:S:1:pos:R:3:forces:R:3 method="wB97M-V/def2-TZVPD" multiplicity=4 e_lumo_ev="0.265 / -2.406" e_above_lowest_ev=1.642 homo_energy_ev="-6.46 / -7.11"
Ti 0.412 -1.397 1.926 0.266 -0.563 -0.203
C -3.069 -2.754 1.951 -0.385 -0.102 -0.215
N -2.807 -3.210 0.612 0.388 -0.061 0.152
C -2.558 -4.612 0.360 -0.068 0.126 0.008
C -2.600 -2.321 -0.511 -0.163 -0.005 -0.018
C -2.868 -0.847 -0.260 0.083 -0.082 -0.038
N -1.733 -0.105 0.304 0.056 -0.033 0.019
C -2.287 0.997 1.103 -0.006 0.036 0.013
C -1.347 2.087 1.548 -0.119 0.140 0.005
C -1.782 3.387 1.566 -0.013 -0.127 -0.039
C -0.980 4.423 2.066 0.031 0.075 0.013
C 0.320 4.117 2.527 0.059 -0.077 -0.003
C 0.838 2.851 2.532 0.027 0.211 0.019
C -0.027 1.785 2.054 -0.086 -0.238 -0.092
O 0.365 0.606 2.036 0.251 0.645 0.263
C 2.254 2.521 2.978 -0.036 -0.034 -0.015
C 3.019 1.860 1.815 0.030 -0.033 -0.034
C 2.212 1.572 4.188 -0.015 -0.034 0.046
C 3.019 3.781 3.388 -0.014 -0.003 -0.005
C -1.446 5.872 2.097 0.000 -0.044 -0.009
C -2.899 6.029 1.645 -0.007 -0.006 -0.007
C -0.550 6.694 1.157 0.018 0.011 -0.003
C -1.323 6.416 3.528 -0.006 0.001 0.022
C -0.884 0.415 -0.789 0.014 -0.060 0.039
C -0.219 -0.635 -1.635 -0.053 0.195 -0.261
C -0.657 -0.839 -2.939 0.071 -0.019 0.064
C 0.008 -1.692 -3.808 0.024 0.012 0.028
C 1.179 -2.283 -3.328 -0.042 -0.043 0.067
C 1.667 -2.104 -2.037 -0.037 -0.127 -0.093
C 0.928 -1.294 -1.144 -0.055 -0.177 0.199
O 1.297 -1.130 0.105 -0.282 0.405 0.326
C 2.987 -2.734 -1.581 -0.013 0.039 0.033
C 2.774 -3.635 -0.353 -0.017 -0.020 -0.041
C 3.965 -1.604 -1.222 0.038 0.005 0.067
C 3.632 -3.588 -2.676 -0.021 0.021 -0.012
C -0.517 -1.906 -5.227 0.013 -0.010 -0.005
C -0.444 -0.587 -6.010 0.005 0.013 -0.005
C 0.290 -2.960 -5.986 0.000 0.002 -0.022
C -1.978 -2.374 -5.173 -0.009 -0.019 0.008
H -4.089 -2.354 1.997 0.008 0.020 0.014
H -2.351 -1.977 2.242 0.002 0.046 0.038
H -2.962 -3.584 2.640 -0.027 -0.018 -0.001
H -3.473 -5.061 -0.041 -0.001 -0.018 -0.004
H -2.273 -5.105 1.283 0.015 -0.009 -0.008
H -1.755 -4.700 -0.368 0.006 -0.028 -0.007
H -3.236 -2.699 -1.321 -0.005 0.048 -0.015
H -1.562 -2.464 -0.827 -0.011 -0.044 0.006
H -3.738 -0.728 0.387 0.019 -0.025 0.039
H -3.146 -0.411 -1.231 -0.054 0.030 0.036
H -2.739 0.557 1.999 0.042 -0.023 0.004
H -3.090 1.502 0.541 -0.021 -0.023 0.012
H -2.771 3.606 1.187 0.001 0.005 0.009
H 0.935 4.932 2.878 0.021 0.022 0.013
H 2.605 0.893 1.534 0.014 0.053 0.012
H 4.056 1.707 2.118 0.007 0.004 -0.004
H 3.017 2.507 0.934 0.013 0.012 0.003
H 1.692 0.641 3.974 0.058 0.045 0.010
H 1.730 2.059 5.038 0.000 -0.002 0.005
H 3.234 1.318 4.476 0.004 0.016 0.015
H 3.105 4.495 2.566 0.002 -0.006 -0.011
H 4.029 3.494 3.682 0.002 0.005 0.008
H 2.559 4.282 4.243 -0.016 -0.005 -0.004
H -3.039 5.723 0.607 0.010 0.000 -0.001
H -3.185 7.078 1.720 -0.003 0.003 -0.004
H -3.583 5.452 2.271 0.006 0.008 0.011
H -0.614 6.324 0.132 -0.009 -0.002 0.003
H 0.496 6.657 1.464 -0.006 0.005 0.002
H -0.867 7.738 1.165 0.001 0.005 0.002
H -1.920 5.825 4.225 -0.010 0.001 -0.010
H -1.684 7.446 3.558 0.004 0.007 0.003
H -0.293 6.414 3.882 0.003 -0.004 -0.008
H -0.102 1.026 -0.339 -0.003 -0.011 0.009
H -1.489 1.067 -1.440 -0.009 -0.001 0.013
H -1.533 -0.291 -3.275 0.006 0.003 -0.008
H 1.737 -2.922 -3.995 0.023 -0.008 -0.017
H 2.533 -3.055 0.534 0.028 -0.020 -0.076
H 3.684 -4.208 -0.155 0.014 0.015 0.016
H 1.961 -4.344 -0.532 0.004 -0.008 -0.008
H 3.573 -1.005 -0.401 0.018 -0.011 -0.042
H 4.130 -0.952 -2.084 0.017 -0.015 -0.012
H 4.928 -2.022 -0.918 -0.002 -0.009 -0.002
H 2.986 -4.414 -2.981 0.002 -0.012 0.009
H 4.558 -4.016 -2.289 0.002 0.007 -0.005
H 3.884 -3.001 -3.562 -0.022 0.013 -0.009
H 0.584 -0.224 -6.053 0.000 -0.004 -0.001
H -1.053 0.187 -5.539 0.001 -0.001 0.009
H -0.804 -0.724 -7.033 -0.007 -0.008 0.006
H 1.321 -2.641 -6.146 0.004 -0.002 0.016
H -0.160 -3.128 -6.967 0.005 0.006 -0.001
H 0.305 -3.914 -5.455 -0.013 -0.003 -0.003
H -2.620 -1.627 -4.702 -0.001 -0.004 0.005
H -2.063 -3.302 -4.602 0.005 -0.008 -0.006
H -2.361 -2.556 -6.180 0.003 0.011 -0.001
F -1.046 -1.256 3.231 0.229 0.020 -0.342
P 0.927 -4.644 2.546 -0.061 -0.048 0.048
F -0.477 -2.947 1.062 0.446 0.136 0.327
F 1.899 -1.715 2.973 -0.648 0.066 -0.427
F 1.528 -5.684 3.587 -0.016 -0.085 -0.037
F 0.278 -5.726 1.570 -0.032 -0.014 0.075
F -0.387 -4.335 3.382 0.005 -0.158 0.025

93
Properties=species:S:1:pos:R:3:forces:R:3 method="wB97M-V/def2-TZVPD" multiplicity=2 total_charge=-1 e_lumo_ev="2.391 / 2.202" homo_energy_ev="-4.05 / -4.05"
C 3.960 -1.968 2.672 -0.909 0.818 0.202
C 3.590 -1.366 1.191 -1.432 -1.868 2.611
C 2.298 -2.268 0.732 0.408 -0.357 0.364
C 3.176 0.159 1.448 0.242 0.054 0.352
C 3.510 1.224 0.293 0.040 0.952 0.467
C 4.132 2.584 0.972 0.160 -0.617 -0.076
C 3.294 3.171 2.192 0.506 2.150 -0.016
C 2.116 4.226 1.770 0.045 -0.379 1.296
C 0.737 3.598 2.310 -0.182 0.335 -0.529
C -0.575 4.003 1.467 -0.149 -1.223 1.062
C -1.560 2.699 1.500 -0.555 0.402 0.434
C -3.126 3.105 1.746 0.107 -1.488 -0.311
C -4.017 2.590 0.509 0.159 1.384 -0.373
C -5.574 2.375 0.835 0.141 -0.313 0.618
C -6.007 0.842 1.025 -0.662 -0.427 0.120
C -5.435 -0.161 -0.096 0.089 0.791 0.112
C -6.500 -1.209 -0.675 0.903 -0.491 0.504
N -5.695 -2.277 -1.381 2.754 -3.047 -2.580
C -6.079 -3.641 -1.722 2.959 -1.612 -1.576
C -4.920 -4.417 -2.408 0.099 4.234 1.182
C -3.697 -3.419 -2.540 -6.096 1.557 2.719
C -4.318 -2.161 -1.890 1.883 -1.977 -1.247
C 2.115 1.692 -0.370 -0.031 0.868 -1.637
C 1.657 0.933 -1.688 -2.362 -2.620 -2.576
C 0.499 -0.140 -1.535 1.506 0.755 -3.649
C 0.002 -0.910 -2.796 1.954 1.991 -0.362
C 0.570 -0.657 -4.237 1.832 2.266 3.016
C 1.690 0.406 -4.407 -1.709 -0.795 3.710
C 2.176 1.151 -3.133 -1.339 -1.166 0.404
C 4.642 0.759 -0.770 0.300 0.085 1.103
C 4.843 -0.832 -0.913 1.791 0.292 -3.299
C 3.951 -1.499 -2.106 -0.095 -0.561 0.851
C 6.382 -1.007 -1.461 -0.960 -1.010 -0.321
N 4.806 -1.597 0.365 0.309 2.427 0.756
O 5.922 -1.494 1.056 -1.226 -0.371 -0.988
H 4.418 -3.013 2.612 -0.763 1.510 0.050
H 2.948 -1.981 3.242 1.682 -0.239 -0.906
H 4.634 -1.258 3.272 -0.722 -1.173 -1.085
H 2.050 -3.043 1.557 0.431 1.365 -1.417
H 1.378 -1.598 0.656 1.284 -1.165 -0.247
H 2.510 -2.890 -0.208 -0.507 1.184 1.284
H 3.668 0.473 2.452 -0.564 -0.399 -1.826
H 2.038 0.186 1.668 1.922 -0.158 -0.408
H 5.216 2.410 1.349 -1.815 -0.119 -0.622
H 4.245 3.328 0.090 -0.322 -0.863 1.587
H 4.031 3.809 2.826 -1.046 -1.223 -0.974
H 2.846 2.415 2.918 0.755 0.751 -1.261
H 2.123 4.491 0.660 -0.141 -0.642 1.474
H 2.298 5.221 2.336 -0.280 -1.569 -0.988
H 0.787 2.440 2.297 0.151 1.965 0.078
H 0.599 3.935 3.410 0.198 -0.733 -1.747
H -0.304 4.304 0.389 -0.521 -0.368 1.703
H -1.120 4.836 2.040 0.854 -0.954 -1.219
H -1.304 1.992 2.378 -0.043 1.294 -1.384
H -1.427 2.060 0.548 -0.297 1.116 1.374
H -3.501 2.524 2.678 0.648 1.127 -1.374
H -3.228 4.227 1.933 0.012 -1.560 -0.304
H -3.486 1.685 0.059 -1.051 1.057 0.697
H -3.962 3.424 -0.298 0.018 -1.428 1.153
H -5.810 2.910 1.838 0.312 -0.701 -1.714
H -6.212 2.859 0.020 0.846 -0.723 1.076
H -7.167 0.774 1.035 1.812 0.249 -0.033
H -5.680 0.449 2.059 -0.400 0.691 -1.579
H -5.067 0.471 -0.981 -0.460 -0.958 1.223
H -4.512 -0.681 0.374 -1.681 0.524 -1.056
H -7.287 -0.741 -1.381 1.413 -0.616 1.081
H -7.040 -1.746 0.177 0.659 0.805 -1.121
H -7.094 -4.136 -1.534 1.679 1.325 -0.044
H -4.856 -5.490 -2.784 -0.625 1.714 0.835
H -2.645 -3.556 -2.968 -1.966 0.289 0.899
H -3.633 -1.240 -1.818 -1.829 -1.331 0.256
H 2.254 2.808 -0.662 -0.265 -1.820 0.305
H 1.219 1.686 0.354 1.586 -0.202 -1.001
H 0.025 -0.346 -0.502 0.830 0.298 -1.964
H -0.834 -1.689 -2.676 1.505 1.362 -0.131
H 0.215 -1.227 -5.157 0.380 0.804 1.627
H 2.160 0.675 -5.427 -0.940 -0.586 1.936
H 3.011 1.938 -3.278 -1.544 -1.377 0.246
H 4.545 1.289 -1.796 -0.124 -1.179 1.661
H 5.647 1.156 -0.344 -1.662 -0.716 -0.595
H 2.839 -1.550 -1.865 1.527 0.211 -0.342
H 4.072 -0.940 -3.096 -0.012 -0.681 1.574
H 4.316 -2.586 -2.229 -0.505 1.646 0.109
H 7.125 -0.345 -0.904 -1.018 -1.101 -0.823
H 6.387 -0.821 -2.595 0.048 0.057 1.712
H 6.609 -2.137 -1.336 -0.010 1.991 -0.074
C -3.265 -4.824 1.195 -0.558 -0.003 0.045
C -1.830 -4.309 1.299 0.194 0.027 -0.013
O -1.692 -3.206 1.890 0.359 -0.082 -0.202
O -0.962 -5.055 0.779 -0.011 0.442 0.208
H -3.971 -4.133 1.664 0.051 -0.009 -0.009
H -3.541 -4.934 0.143 0.028 -0.130 0.066
H -3.348 -5.795 1.692 0.021 -0.038 -0.142

111
Properties=species:S:1:pos:R:3:forces:R:3 method="wB97M-V/def2-TZVPD" e_lumo_ev=0.255 e_above_lowest_ev=0.139 smiles="C[C@H]1COC(=O)O1.C[C@H]1COC(=O)O1.C[C@H]1COC(=O)O1.C[C@H]1COC(=O)O1.C[C@H]1COC(=O)O1.C[C@H]1COC(=O)O1.C[C@H]1COC(=O)O1.CC(C)=O.CC(C)=O" homo_energy_ev=-9.62
C 9.626 18.032 6.373 -0.685 -0.363 0.435
C 8.840 18.165 5.042 0.735 0.118 2.072
O 9.196 17.568 4.069 -0.326 0.016 -0.756
C 7.636 19.094 5.151 -0.631 0.508 -1.203
H 9.942 19.023 6.647 0.545 0.595 -0.033
H 10.476 17.330 6.397 -0.451 0.345 -0.490
H 8.970 17.789 7.235 -0.013 -0.153 -0.645
H 6.750 18.448 5.273 0.271 0.193 0.566
H 7.398 19.554 4.157 0.588 -0.178 0.775
H 7.702 19.898 5.937 -0.033 -1.096 -0.716
C 12.258 12.727 11.456 0.469 -0.027 -0.621
C 13.367 13.437 10.700 0.117 -0.272 1.160
O 14.370 13.803 11.291 -0.402 -0.001 -0.609
C 13.134 13.635 9.236 -0.245 1.068 0.701
H 12.078 11.796 10.905 -0.303 0.074 0.188
H 11.341 13.343 11.404 0.414 -0.376 0.352
H 12.629 12.466 12.455 -0.495 0.294 -0.203
H 13.015 12.714 8.722 -0.351 -0.899 -0.398
H 13.936 14.177 8.795 0.783 0.402 -0.329
H 12.234 14.251 9.149 -0.142 -0.255 -0.200
C 8.136 16.304 12.903 -1.062 -0.575 0.596
C 7.735 15.326 11.792 1.130 1.644 -0.506
C 8.678 15.226 10.542 -0.876 -0.360 -0.079
O 9.111 13.857 10.605 -0.059 -0.499 0.042
C 8.460 13.201 11.568 -0.551 -0.562 1.067
O 8.485 12.023 11.801 0.594 0.289 -0.665
O 7.736 14.028 12.358 0.500 -0.457 -0.893
H 7.735 15.703 13.757 0.149 1.311 -0.125
H 7.667 17.329 12.858 0.473 -1.199 -0.099
H 9.206 16.362 13.074 -0.176 0.089 -0.356
H 6.744 15.529 11.470 -1.009 0.184 -0.292
H 9.565 15.833 10.629 0.179 0.350 0.060
H 8.171 15.377 9.550 0.385 -0.108 1.051
C 8.327 9.102 8.124 -1.760 -1.247 -0.069
C 8.233 10.449 8.722 0.588 1.327 1.903
C 9.307 11.504 8.327 -0.643 0.792 0.426
O 8.481 12.733 8.067 1.273 -0.781 0.152
C 7.195 12.399 8.008 -0.474 -0.898 0.355
O 6.265 13.113 7.779 0.349 0.578 -0.127
O 7.024 11.092 8.277 -0.145 -0.445 -0.030
H 8.448 9.128 7.074 0.171 0.336 -1.334
H 7.365 8.553 8.275 0.582 0.533 0.071
H 9.085 8.452 8.487 0.770 -0.080 0.685
H 8.181 10.390 9.860 0.077 0.090 -1.417
H 9.844 11.279 7.421 -0.074 -0.190 -0.542
H 10.077 11.726 9.092 -0.901 0.008 -0.188
C 16.057 16.695 9.782 0.405 -0.953 -1.643
C 16.857 16.116 10.935 0.324 2.364 1.041
C 16.076 16.148 12.284 0.102 -0.637 -0.014
O 16.487 14.914 12.906 0.324 -0.058 -1.230
C 17.036 14.141 11.919 0.245 -3.833 2.799
O 17.377 12.975 12.154 -0.669 2.864 -0.953
O 17.149 14.762 10.782 0.326 -0.526 -1.139
H 16.580 16.454 8.799 -0.561 0.384 1.189
H 16.020 17.767 9.878 0.018 0.465 0.041
H 15.008 16.328 9.668 0.895 0.010 0.521
H 17.888 16.659 11.080 -1.909 -0.746 -0.447
H 14.980 16.160 12.206 0.295 -0.139 -0.343
H 16.383 16.915 12.960 0.254 0.779 0.182
C 15.320 9.804 9.723 0.128 -0.032 0.969
C 14.263 8.744 10.001 -0.030 0.342 1.082
C 13.712 8.777 11.486 1.777 2.917 -1.760
O 12.388 9.266 11.337 -0.911 -0.229 -0.056
C 11.975 9.216 10.059 2.886 -0.525 -1.027
O 10.900 9.406 9.605 -0.078 0.155 0.424
O 13.111 8.926 9.235 -2.708 0.668 0.374
H 16.305 9.392 9.983 -0.223 0.246 0.325
H 15.057 10.623 10.422 0.610 0.081 -0.688
H 15.451 10.150 8.697 -0.610 -0.106 -0.002
H 14.596 7.751 9.815 0.576 -0.799 -0.357
H 14.310 9.492 12.100 -0.760 -0.613 -0.370
H 13.774 7.832 11.887 -0.485 -2.120 1.165
C 14.827 13.814 15.894 -1.063 -0.389 0.613
C 14.141 12.993 14.842 -0.286 -0.056 -0.045
C 15.067 12.014 14.186 0.862 -1.059 -1.929
O 14.206 10.861 13.914 0.284 0.308 0.275
C 13.256 10.873 14.864 -0.818 -1.655 -0.174
O 12.526 9.955 15.137 0.402 0.215 -0.432
O 13.200 12.024 15.478 0.444 2.471 0.318
H 15.632 14.386 15.457 0.212 0.183 -0.021
H 15.167 13.103 16.633 0.602 -0.019 0.306
H 14.096 14.440 16.419 0.226 0.171 -0.305
H 13.608 13.653 14.150 -0.250 -0.437 -0.014
H 15.815 11.676 14.900 0.155 0.005 0.123
H 15.599 12.217 13.207 -0.862 0.394 1.340
C 10.262 18.781 15.911 0.204 -1.864 0.092
C 11.404 18.399 14.981 1.677 1.353 1.183
C 12.186 17.211 15.565 -0.265 -1.000 -0.719
O 12.238 16.260 14.464 0.901 0.633 1.012
C 11.571 16.742 13.435 0.491 1.702 2.131
O 11.445 16.154 12.443 -0.716 -1.464 -3.334
O 11.135 18.014 13.662 -1.026 -0.949 -0.729
H 10.674 18.942 16.917 -0.026 0.137 -0.317
H 9.590 17.920 15.983 0.074 0.010 0.067
H 9.664 19.592 15.619 -0.460 1.374 -0.544
H 12.112 19.253 14.848 -0.541 -0.366 0.419
H 11.641 16.631 16.307 0.112 0.568 0.478
H 13.199 17.492 15.844 -0.007 -0.234 0.175
C 7.228 11.782 14.956 -1.820 -0.688 -0.404
C 8.348 12.477 15.606 0.198 0.138 0.152
C 9.707 12.242 15.011 1.542 0.100 0.817
O 10.383 13.529 15.216 -0.350 -0.697 -0.363
C 9.443 14.448 15.401 -0.112 0.012 -0.515
O 9.646 15.621 15.376 0.311 1.022 0.469
O 8.224 13.934 15.536 -0.209 -0.940 0.266
H 7.452 11.257 14.037 0.296 -0.013 -0.197
H 6.497 12.533 14.712 -0.457 0.301 -0.307
H 6.699 11.092 15.636 0.440 0.195 -0.232
H 8.277 12.164 16.637 0.621 0.506 0.627
H 9.763 11.943 13.961 -0.319 0.309 0.089
H 10.291 11.552 15.614 -0.022 -0.360 -0.189

no.,molecular weight (g/mol),calculated total energy (a.u.)
1,715.65,-3378.21911
2,538.82,-1662.69552
3,830.78,-3058.54581